Formula: C4H4O2
Source: the Open Molecules 2025 dataset
Level of theory: the ωB97M-V functional and the def2-TZVPD basis

Atoms and positions in Å:
O (-1.09030, 1.52870, 0.04770)
C (-0.26040, 0.96097, -0.87818)
C (0.22608, 0.18481, 0.28285)
O (0.82317, 0.83181, 1.27411)
C (0.13997, -1.23622, 0.38994)
C (0.06462, -2.44676, 0.37284)
H (0.40103, 1.72918, 1.11529)
H (0.45325, 1.62230, -1.35514)
H (-0.75372, 0.34012, -1.63067)
H (-0.00369, -3.51492, 0.38127)

## Properties
HOMO energy = -0.341 Ha
maximum force = 0.02513 hartree/bohr
energy above the lowest of the compared OMol25 structures with the same formula, charge and spin = 401.0 kJ/mol

These are the Löwdin partial charges, in e, on atoms 1 to 4:
1 O -0.12
2 C -0.29
3 C -0.29
4 O 0.09